No. 1
# C3H4O2P

A molecular structure, C3H4O2P (ωB97M-V/def2-TZVPD, the OMol25 dataset).

Each line ends with the Mulliken charge.
CARTESIAN COORDINATES (ANGSTROEM)
P1 -1.566 0.660 0.767  0.07
O1 -1.268 -0.961 -0.455  -0.59
O2 -0.381 1.038 -0.498  -0.41
C1 -0.714 0.760 2.254  -0.67
C2 0.264 -0.720 -2.154  -0.94
C3 -0.352 -0.172 -1.078  0.64
H1 1.151 -0.289 -2.555  0.25
H2 0.397 0.384 2.271  0.16
H3 -1.370 0.476 3.127  0.22
H4 0.078 -1.693 -2.498  0.28

Kohn-Sham gap ... 7.936 eV
Multiplicity ... 1
Lowest unoccupied orbital energy ... 0.1685 Ha
HOMO energy ... -0.1231 Eh
Charge ... -1


No. 2
# C3H4O2P

A molecular structure, C3H4O2P (ωB97M-V/def2-TZVPD, the OMol25 dataset).

Each line ends with the Mulliken charge.
CARTESIAN COORDINATES (ANGSTROEM)
P1 0.256 -1.065 0.251  -0.04
O1 -2.873 0.505 0.003  -0.63
O2 -1.106 -0.661 -0.837  -0.38
C1 1.768 -0.920 -0.545  -0.78
C2 -0.554 0.911 0.673  -0.74
C3 -1.666 0.278 -0.004  0.59
H1 2.596 -1.365 0.136  0.15
H2 -0.663 1.386 1.705  0.22
H3 2.175 -0.564 -1.428  0.35
H4 0.067 1.494 0.046  0.27

Kohn-Sham gap ... 6.988 eV
Multiplicity ... 1
Lowest unoccupied orbital energy ... 0.1630 Ha
HOMO energy ... -0.0938 Eh
Charge ... -1


No. 3
# C3H4O2S

A gas-phase ion, C3H4O2S (charge -2) (ωB97M-V/def2-TZVPD, the OMol25 dataset).

Each line ends with the Mulliken charge.
CARTESIAN COORDINATES (ANGSTROEM)
S1 0.292 1.577 2.247  -0.84
O1 0.740 -1.233 -1.724  -0.73
O2 -1.385 -0.577 -1.974  -0.75
C1 -0.340 -0.782 -1.292  0.42
C2 0.606 0.718 0.635  -0.67
C3 -0.439 -0.337 0.177  -0.32
H1 -0.339 -1.140 0.918  0.21
H2 1.553 0.207 0.803  0.19
H3 0.724 1.453 -0.164  0.27
H4 -1.412 0.114 0.374  0.23

SMILES ... O=C([O-])CC[S-]
Kohn-Sham gap ... 5.535 eV
Multiplicity ... 1
Lowest unoccupied orbital energy ... 0.2310 Ha
HOMO energy ... 0.0276 Eh
Charge ... -2


No. 4
# C3H4O2S

C3H4O2S in the gas phase (ωB97M-V/def2-TZVPD, the OMol25 dataset).

Each line ends with the Mulliken charge.
CARTESIAN COORDINATES (ANGSTROEM)
S1 -1.651 0.606 -0.598  -0.14
O1 2.215 -0.437 -0.522  -0.52
O2 1.287 1.491 0.138  -0.44
C1 1.234 0.226 -0.331  0.54
C2 -1.010 -0.529 0.638  -0.48
C3 -0.146 -0.426 -0.522  -0.25
H1 -1.534 -1.486 0.719  0.28
H2 -0.713 -0.102 1.623  0.25
H3 -0.069 -1.242 -1.224  0.43
H4 0.389 1.898 0.080  0.32

SMILES ... O=C(O)[C@H]1CS1
Kohn-Sham gap ... 10.418 eV
Multiplicity ... 1
Lowest unoccupied orbital energy ... 0.0218 Ha
HOMO energy ... -0.3610 Eh
Charge ... 0


No. 5
# C3H4O2S

A molecular structure, C3H4O2S (ωB97M-V/def2-TZVPD, the OMol25 dataset).

Each line ends with the Mulliken charge.
CARTESIAN COORDINATES (ANGSTROEM)
S1 -1.453 -1.039 -1.415  -0.23
O1 -0.504 -2.096 1.255  -0.48
O2 0.113 1.701 -1.400  -0.41
C1 0.362 1.175 -0.124  0.22
C2 0.171 -1.069 1.217  0.13
C3 0.024 -0.067 0.155  -0.32
H1 -1.004 -2.156 -0.838  0.14
H2 1.076 -0.853 1.917  0.24
H3 0.735 1.855 0.537  0.38
H4 0.479 2.549 -1.305  0.33

Kohn-Sham gap ... 8.168 eV
Multiplicity ... 1
Lowest unoccupied orbital energy ... -0.0298 Ha
HOMO energy ... -0.3300 Eh
Charge ... 0


No. 6
# C3H4O2S

C3H4O2S in the gas phase (ωB97M-V/def2-TZVPD, the OMol25 dataset).

Each line ends with the Mulliken charge.
CARTESIAN COORDINATES (ANGSTROEM)
S1 -0.735 -0.404 0.316  1.07
O1 -1.922 -0.153 -0.440  -0.58
O2 -0.766 -1.411 1.300  -0.57
C1 0.444 -0.776 -0.905  -0.80
C2 1.115 -1.012 -1.859  0.36
C3 -0.085 1.148 1.004  -0.85
H1 0.949 0.828 0.796  0.31
H2 1.707 -1.448 -2.638  0.42
H3 -0.331 2.153 0.470  0.27
H4 -0.378 1.075 1.956  0.38

SMILES ... C#CS(C)(=O)=O
Kohn-Sham gap (alpha / beta) ... 11.730 / 11.738 eV
Multiplicity ... 1
Lowest unoccupied orbital energy (alpha / beta) ... 0.0277 / 0.0277 Ha
HOMO energy (alpha / beta) ... -0.4034 / -0.4037 Eh
Charge ... 0


Calculated strongest force on any atom in order - 3.8, 3.7, 1.5, 1.9, 4.2, 5.1 eV/Å
Calculated electronic energy in order - -16559.0202, -16559.0599, -18105.4032, -18105.7215, -18102.5745, -18102.2527 eV
Calculated relative energy (zero: lowest compared OMol25 entry of this formula, charge and spin) in order - 30.3, 29.4, 2.8, 7.9, 80.5, 87.9 kcal per mole